1.
The following is a DFT calculation (ωB97M-V/def2-TZVPD) of the ion C4H12N2 with charge +2 in a non-equilibrium geometry.

Geometry as XYZ:
```
18
Properties=species:S:1:pos:R:3:nbo_charge:R:1
H 0.497 -0.151 1.506 0.259
H 1.097 -0.678 0.067 0.231
H -1.480 -2.269 1.400 0.445
C 0.550 1.312 -0.417 -0.222
H 2.340 2.290 -1.063 0.463
H 2.135 2.206 0.605 0.478
H 0.176 1.086 -1.456 0.260
H 0.020 2.187 -0.032 0.257
H -1.591 -0.911 2.148 0.442
C 0.401 -0.015 0.423 -0.481
C -1.052 -1.304 -1.151 -0.306
C -0.901 -0.626 0.034 0.137
H -2.741 -1.311 0.987 0.467
H 2.640 0.949 -0.572 0.455
N -1.739 -1.306 1.255 -0.717
N 1.965 1.705 -0.333 -0.690
H -1.075 -0.766 -2.097 0.256
H -1.242 -2.398 -1.304 0.266
```

- energy relative to the best compared isomer or geometry (same formula, charge and spin) (eV) = 2.766
- total energy (eV) = -7302.968
- 2S+1 = 1
- total charge = +2
- structure (SMILES) = C=C([NH3+])CC[NH3+]

***

2.
The following is a DFT calculation (ωB97M-V/def2-TZVPD) of the ion C3H10N2O with charge +1 in a non-equilibrium geometry.

Geometry as XYZ:
```
16
Properties=species:S:1:pos:R:3:nbo_charge:R:1
N 0.081 1.054 0.802 -0.235
H -1.015 0.996 -0.861 0.240
H 1.486 -2.070 -0.866 0.408
H 0.497 1.857 -1.124 0.267
H -0.110 -1.744 -0.522 0.378
N 0.843 -1.394 -0.497 -0.781
O -1.891 -0.289 0.995 -0.676
C -0.656 0.074 1.520 0.028
H 0.313 -0.305 -2.303 0.239
C 0.052 0.991 -0.628 -0.286
H 1.813 0.124 -1.561 0.218
H 1.031 1.046 1.175 0.408
H -0.686 0.289 2.592 0.231
H -0.052 -0.862 1.424 0.280
H -2.503 0.439 1.181 0.496
C 0.796 -0.206 -1.328 -0.215
```

- energy relative to the best compared isomer or geometry (same formula, charge and spin) (eV) = 1.818
- total energy (eV) = -8291.812
- 2S+1 = 2
- total charge = +1

***

3.
The following is a DFT calculation (ωB97M-V/def2-TZVPD) of a structure of composition C42H43Cl5N2O3P2PdS4.

Geometry as XYZ:
```
102
Properties=species:S:1:pos:R:3:lowdin_charge:R:1
C -6.507 4.021 -0.857 -0.085
C 1.513 -0.923 -0.969 -0.611
S -0.975 3.574 -0.422 0.185
N 2.457 -1.710 -1.468 -0.085
H 2.998 1.722 1.716 0.087
C 4.011 2.768 0.116 -0.214
H 3.121 -1.554 2.073 0.095
H 4.054 -2.112 -0.179 0.136
C -3.268 4.273 3.327 -0.101
H -2.019 -4.330 2.707 0.081
C -5.619 5.060 -0.607 -0.082
H -3.681 5.601 0.133 0.109
H -7.473 4.228 -1.301 0.101
H 2.401 5.161 -1.652 0.109
H -1.588 -3.523 4.217 0.116
C 3.614 -3.214 -4.391 -0.051
Cl -7.115 -1.798 -2.161 0.674
H 4.061 0.466 -1.836 0.149
O -0.592 -3.499 0.487 -0.363
C -4.382 4.791 -0.045 -0.092
C 5.585 4.310 -0.863 -0.083
C 4.148 -0.090 -0.898 -0.095
S -2.382 1.323 1.830 0.273
S 0.773 0.818 1.035 0.714
H -1.872 -5.829 0.134 0.078
H 2.708 -3.689 -2.006 0.131
C 3.228 4.607 -1.226 -0.061
C 4.538 5.019 -1.434 -0.083
H 0.432 -5.259 0.882 0.113
H 1.136 -0.931 -4.047 0.093
C -3.056 -0.562 -0.530 -0.402
H 3.657 -3.968 2.462 0.077
C 3.853 -1.550 -1.097 -0.094
Cl -2.556 1.004 -2.671 0.653
C -6.158 2.720 -0.531 -0.073
C 5.320 3.187 -0.092 -0.052
H -3.990 5.065 5.179 0.102
Cl -3.429 -1.945 1.758 0.663
H 3.710 -1.649 -7.390 0.104
C -1.071 -5.618 4.155 -0.074
H 1.098 -3.035 -2.304 0.078
O -0.002 -3.868 2.929 -0.328
C -2.267 4.318 2.360 -0.400
H 5.159 0.049 -0.516 0.135
C -4.025 3.484 0.282 -0.382
H 6.607 4.633 -1.017 0.103
H -2.004 -5.948 4.613 0.079
C -1.208 5.206 2.507 -0.104
C 4.020 -2.912 -5.684 -0.080
Cl -5.290 0.110 -3.805 0.680
C -3.906 -1.407 0.181 -0.699
C 2.579 -2.506 -3.792 -0.209
H -4.098 3.584 3.215 0.106
C -5.577 -1.338 -1.548 -0.718
H -2.102 6.640 5.444 0.099
H 4.823 -3.473 -6.144 0.104
H -4.661 1.443 0.327 0.062
C -4.923 2.452 0.046 -0.101
H -0.323 6.731 3.725 0.100
H -0.441 5.238 1.743 0.065
H 4.643 1.176 1.403 0.128
O 1.548 -2.701 1.447 -0.333
H 1.864 -0.387 -6.336 0.108
C -3.517 -0.119 -1.771 -0.720
C 3.395 -1.891 -6.383 -0.084
H -1.604 -4.980 -1.391 0.081
C -3.208 5.105 4.432 -0.083
C -2.147 5.990 4.579 -0.091
C -1.260 -4.274 3.492 -0.319
H 6.139 2.635 0.359 0.109
C 2.388 -2.235 2.512 -0.320
H -0.307 -5.559 4.930 0.077
H -5.887 6.079 -0.856 0.101
C 2.160 -2.819 -2.377 -0.130
C 3.725 1.532 0.932 -0.120
C 1.951 -1.483 -4.501 -0.027
C 2.360 -1.179 -5.790 -0.068
H 4.100 -4.016 -3.845 0.112
Pd -1.285 0.049 0.203 0.229
N 3.221 0.435 0.095 -0.100
C 1.924 0.120 0.040 -0.621
H -0.707 -6.468 -1.036 0.078
P -0.064 -2.695 1.779 0.826
S -0.091 -1.068 -1.429 0.795
H 2.381 -4.046 3.685 0.066
C -0.020 -4.734 0.038 -0.284
H 1.933 3.192 -0.281 0.052
C 3.095 -3.386 3.195 -0.070
H 4.742 5.897 -2.034 0.103
H -0.762 -6.366 3.424 0.075
H 0.774 -4.505 -0.677 0.091
C -5.151 -1.799 -0.304 -0.711
H 1.799 -1.645 3.222 0.108
H 3.797 -3.004 3.939 0.079
H 4.461 -1.963 -1.902 0.133
C -4.755 -0.490 -2.286 -0.722
H -6.852 1.908 -0.718 0.105
Cl -6.177 -2.828 0.617 0.675
P -2.346 3.185 0.933 0.112
C 2.963 3.486 -0.454 -0.027
C -1.115 -5.554 -0.602 -0.061
C -1.150 6.040 3.617 -0.086
```

- energy relative to the best compared isomer or geometry (same formula, charge and spin) (eV) = 0.597
- total energy (eV) = -181390.295
- 2S+1 = 1
- total charge = 0

***

4.
The following is a DFT calculation (ωB97M-V/def2-TZVPD) of a cluster of 2 separate species, C5H12N2O in total in a non-equilibrium geometry.

Geometry as XYZ:
```
20
Properties=species:S:1:pos:R:3:nbo_charge:R:1
N 1.038 -1.677 1.113 -0.415
H 2.255 -0.848 -0.921 0.206
C -1.093 1.828 0.628 0.269
C 1.469 -0.122 -0.661 -0.244
H 0.079 0.121 1.066 0.283
H 1.856 0.898 -0.751 0.195
O -1.441 1.352 -0.462 -0.634
N 0.384 -0.248 -1.640 -0.574
H -0.746 -1.758 -2.563 0.205
H -0.381 0.386 -1.355 0.405
H 0.558 -1.847 2.002 0.322
C -0.094 -1.600 -1.695 -0.419
H -0.566 2.792 0.729 0.128
H -1.171 1.611 2.806 0.203
H 1.742 0.342 1.413 0.264
H -1.796 0.169 1.862 0.206
C -1.340 1.153 1.831 -0.461
C 1.101 -0.331 0.823 -0.313
H -0.698 -1.866 -0.812 0.180
H 0.775 -2.273 -1.725 0.196
```

- energy relative to the best compared isomer or geometry (same formula, charge and spin) (eV) = 7.264
- total energy (eV) = -10401.160
- 2S+1 = 1
- total charge = 0

***

5.
The following is a DFT calculation (ωB97M-V/def2-TZVPD) of an isolated molecule of C11H9ClN2O in a non-equilibrium geometry.

Geometry as XYZ:
```
24
Properties=species:S:1:pos:R:3:nbo_charge:R:1
C 0.162 -0.222 1.896 0.684
C -0.024 0.700 0.725 -0.233
C 1.976 0.496 -3.077 -0.214
C -1.624 -0.196 0.765 0.072
C 1.460 -0.513 -0.858 -0.169
H 2.459 0.291 -4.035 0.228
H -2.484 -2.274 2.487 0.231
N -3.445 1.608 1.194 -0.282
C -1.473 -1.876 2.739 -0.429
Cl -2.025 -0.990 -0.789 0.004
C 0.713 0.672 -0.531 -0.059
H 1.449 -1.376 -0.257 0.218
C -2.651 0.823 1.075 0.216
H 1.284 2.524 -3.412 0.221
H -0.299 1.653 1.041 0.238
H 2.576 -1.434 -2.519 0.210
C 1.307 1.657 -2.646 -0.188
H -1.239 -1.388 3.707 0.232
C 2.086 -0.496 -2.156 -0.200
C 0.656 1.708 -1.462 -0.204
H 0.006 2.520 -1.251 0.218
O 0.964 -0.386 2.789 -0.560
H -0.755 -2.644 2.749 0.218
N -1.078 -0.859 1.826 -0.453
```

- energy relative to the best compared isomer or geometry (same formula, charge and spin) (eV) = 2.135
- total energy (eV) = -29100.949
- 2S+1 = 1
- total charge = 0
- structure (SMILES) = CN1C(=O)[C@@H](c2ccccc2)[C@]1(Cl)C#N

***

6.
The following is a DFT calculation (ωB97M-V/def2-TZVPD) of the ion C3H9N4 with charge +1 in a non-equilibrium geometry.

Geometry as XYZ:
```
16
Properties=species:S:1:pos:R:3:nbo_charge:R:1
H 1.103 1.644 0.749 0.269
N -2.320 -0.871 0.204 -0.578
H -1.149 -0.400 -1.385 0.416
N 0.288 -1.301 -0.167 -0.295
H -1.204 1.105 1.077 0.227
H 0.926 1.462 -1.158 0.264
H -2.317 -0.683 1.176 0.378
C -0.819 1.042 0.036 -0.217
H 2.677 -1.671 0.145 0.431
H -1.158 1.835 -0.594 0.251
H -2.358 -1.818 0.067 0.385
N -1.129 -0.383 -0.417 -0.109
C 0.781 1.012 -0.144 -0.491
H 3.024 0.135 0.422 0.433
N 2.471 -0.686 0.050 -0.751
C 1.181 -0.423 -0.061 0.387
```

- energy relative to the best compared isomer or geometry (same formula, charge and spin) (eV) = 3.236
- total energy (eV) = -9208.386
- 2S+1 = 1
- total charge = +1
- structure (SMILES) = NC1=N[N@@H+](N)CC1

***

7.
The following is a DFT calculation (ωB97M-V/def2-TZVPD) of a cluster of 2 separate species, C2H9N3O2 in total in a non-equilibrium geometry.

Geometry as XYZ:
```
16
Properties=species:S:1:pos:R:3:nbo_charge:R:1
H -0.444 1.626 -0.541 0.380
H -0.085 -0.726 2.561 0.168
N -0.389 -1.047 -2.143 -0.850
H -0.463 1.025 2.910 0.152
H 0.100 -1.935 -2.134 0.381
H 1.622 -0.219 0.165 0.502
O 1.253 0.035 -0.700 -0.816
H -0.050 -0.490 -2.918 0.365
C -0.218 -0.370 -0.905 0.762
H -1.222 1.115 -1.842 0.370
H -1.482 -1.067 0.444 0.497
O -0.545 -1.228 0.111 -0.731
H 1.483 1.551 1.705 0.344
N 1.282 0.571 1.855 -0.626
C 0.134 0.313 2.331 -0.031
N -0.976 0.845 -0.897 -0.869
```

- energy relative to the best compared isomer or geometry (same formula, charge and spin) (eV) = 1.842
- total energy (eV) = -10784.200
- 2S+1 = 1
- total charge = 0
- structure (SMILES) = NC(N)(O)O.C=N

***

8.
The following is a DFT calculation (ωB97M-V/def2-TZVPD) of a structure of composition C9H6LaN2O5 in a non-equilibrium geometry.

Geometry as XYZ:
```
23
Properties=species:S:1:pos:R:3:lowdin_charge:R:1
O 3.513 -0.458 1.139 0.213
La -0.129 -0.097 0.449 1.734
C 0.174 2.496 0.468 -0.013
H -3.106 -0.270 1.654 0.107
C -0.612 -0.805 3.651 -0.333
N -1.607 -0.968 4.516 0.185
H 1.086 -1.944 4.342 0.127
O -0.178 -3.586 -0.883 0.209
H -3.763 -0.854 4.328 0.142
C 0.853 -0.925 3.969 0.036
H 1.141 -0.187 4.746 0.127
O -3.425 0.483 -1.270 0.219
C -0.093 -2.447 -0.689 -0.012
O 1.182 0.660 -3.096 0.209
C -2.827 -0.775 3.839 0.032
C 0.781 0.438 -2.052 -0.065
H -1.411 -1.199 5.506 0.220
C 2.455 -0.299 0.707 -0.027
O 0.211 3.603 0.799 0.211
C -2.333 0.355 -0.973 -0.025
C -2.524 -0.493 2.551 -0.099
N -1.129 -0.509 2.421 -0.241
H 1.535 -0.749 3.104 0.044
```

- total energy (eV) = -23476.711
- 2S+1 = 1
- total charge = +3